No. 1
ORCA calculation (ωB97M-V/def2-TZVPD) on an isolated molecule of C6H12S at a distorted geometry.

The largest force on an atom is 3.13 eV/Å. The energy above the lowest of the compared OMol25 structures with the same formula, charge and spin comes out at 699.71 kJ/mol. The highest occupied orbital energy comes out at -7.60 eV. The SMILES is C=[S@@]1(C)=CCCC1. As for the molar mass: 116.2 g mol⁻¹.

```
19
Properties=species:S:1:pos:R:3:forces:R:3:nbo_charge:R:1
C -2.664 1.069 0.586 2.4 -1.3 -0.9 -0.63
S -0.809 0.247 0.151 -0.1 -1.4 -2.1 0.92
C -1.199 -1.066 -1.065 0.4 2.2 0.8 -0.74
C 0.146 1.328 -0.834 -0.6 0.7 2.1 -0.66
C 1.564 0.821 -0.704 0.8 1.6 -2.0 -0.46
C 1.755 0.099 0.578 1.3 0.2 2.8 -0.48
C 0.732 -0.949 0.888 -1.8 1.5 1.1 -0.45
H -3.113 0.255 1.174 0.1 0.3 0.4 0.15
H -2.121 1.791 1.192 -0.6 0.5 0.8 0.15
H -2.109 -0.674 -1.344 -2.3 0.2 -1.2 0.24
H -0.516 -0.997 -1.872 0.9 0.0 -0.5 0.24
H -1.257 -1.996 -0.622 -0.2 -1.9 0.9 0.21
H 0.116 2.280 -0.216 -0.3 -0.7 -0.9 0.19
H 1.972 0.247 -1.526 -0.5 -0.6 -0.5 0.20
H 2.154 1.774 -0.853 -0.1 -1.0 0.8 0.23
H 2.798 -0.120 0.872 -0.2 -0.7 -0.8 0.24
H 1.560 0.826 1.340 -0.2 0.9 0.6 0.20
H 0.801 -1.844 0.261 -0.4 0.0 0.6 0.21
H 0.319 -1.005 1.974 1.5 -0.5 -1.9 0.24
```
Positions in Å, forces in eV/Å.

---

No. 2
ORCA calculation (ωB97M-V/def2-TZVPD) on an isolated molecule of C6H8.

The largest force on an atom is 0.26 eV/Å. The energy above the lowest of the compared OMol25 structures with the same formula, charge and spin comes out at 51.59 kJ/mol. The highest occupied orbital energy comes out at -8.78 eV. The SMILES is C1=C[C@H]2C[C@H]2C1. As for the molar mass: 80.1 g mol⁻¹.

```
14
Properties=species:S:1:pos:R:3:forces:R:3:nbo_charge:R:1
C 1.390 -0.354 0.625 -0.1 -0.1 0.1 -0.19
C 0.384 -1.225 0.710 0.1 0.1 0.0 -0.20
C -0.753 -0.836 -0.175 0.0 -0.2 -0.1 -0.27
C -1.500 0.454 0.062 -0.1 0.1 0.1 -0.40
C -0.319 0.436 -0.866 0.1 0.1 -0.1 -0.22
C 1.025 0.836 -0.242 0.0 0.0 0.0 -0.44
H 2.339 -0.433 1.150 -0.2 0.1 0.0 0.21
H 0.367 -2.120 1.326 0.1 0.1 -0.1 0.21
H -1.283 -1.611 -0.721 0.1 0.1 0.1 0.22
H -1.383 0.996 0.997 0.0 -0.2 0.0 0.21
H -2.507 0.495 -0.347 0.2 0.1 0.0 0.22
H -0.445 0.546 -1.940 -0.1 0.1 0.2 0.22
H 0.903 1.715 0.406 0.1 0.0 -0.2 0.21
H 1.784 1.103 -0.985 -0.1 -0.2 0.1 0.22
```
Positions in Å, forces in eV/Å.

---

No. 3
ORCA calculation (ωB97M-V/def2-TZVPD) on a cluster of 2 separate species, C2H5N3O3 in total at a distorted geometry.

The largest force on an atom is 5.22 eV/Å. The energy above the lowest of the compared OMol25 structures with the same formula, charge and spin comes out at 426.54 kJ/mol. The highest occupied orbital energy (alpha / beta) comes out at -10.16 / -10.16 eV. As for the molar mass: 119.1 g mol⁻¹.

```
13
Properties=species:S:1:pos:R:3:forces:R:3:nbo_charge:R:1
C -1.343 -0.191 -0.295 -0.2 0.4 0.0 0.75
C 1.332 -0.796 0.417 -4.9 1.6 0.5 -0.07
N -2.446 0.604 -0.443 -0.3 0.1 -0.2 -0.84
N -0.460 0.325 0.627 4.0 -2.2 0.6 -0.66
N 2.320 0.153 0.007 0.5 0.4 -0.1 0.48
O -1.207 -1.249 -0.865 0.0 -0.6 -0.3 -0.65
O 1.991 1.140 -0.602 0.0 0.3 -0.2 -0.35
O 3.454 -0.150 0.308 0.4 -0.2 0.1 -0.35
H 1.462 -1.204 1.404 0.2 0.1 0.1 0.23
H 0.912 -1.436 -0.354 0.3 0.1 -0.1 0.28
H -2.627 1.345 0.213 0.0 -0.1 0.0 0.39
H -3.242 0.184 -0.895 0.1 0.0 0.0 0.40
H -0.145 1.274 0.478 -0.1 0.1 -0.2 0.38
```
Positions in Å, forces in eV/Å.

---

No. 4
ORCA calculation (ωB97M-V/def2-TZVPD) on a cluster of 2 separate species, H4O2 in total.

The largest force on an atom is 0.49 eV/Å. The energy above the lowest of the compared OMol25 structures with the same formula, charge and spin comes out at 10.96 kJ/mol. The highest occupied orbital energy comes out at -11.18 eV. The SMILES is O.O. As for the molar mass: 36.0 g mol⁻¹.

```
6
Properties=species:S:1:pos:R:3:forces:R:3:nbo_charge:R:1
O -11.260 -20.935 -4.824 0.1 0.1 0.1 -0.95
H -11.446 -20.943 -5.763 0.0 0.1 -0.3 0.48
H -11.507 -21.809 -4.523 -0.2 -0.3 0.1 0.47
O -10.745 -20.536 -1.931 0.1 -0.2 0.4 -0.94
H -10.500 -20.919 -2.773 0.1 0.1 -0.3 0.47
H -11.222 -19.738 -2.159 -0.1 0.2 -0.1 0.47
```
Positions in Å, forces in eV/Å.

---

No. 5
ORCA calculation (ωB97M-V/def2-TZVPD) on an isolated molecule of C2H3NO2S2 at a distorted geometry.

The largest force on an atom is 9.92 eV/Å. The energy above the lowest of the compared OMol25 structures with the same formula, charge and spin comes out at 362.92 kJ/mol. The highest occupied orbital energy comes out at -9.56 eV. The SMILES is O=S1(=O)N=CCS1. As for the molar mass: 137.2 g mol⁻¹.

```
10
Properties=species:S:1:pos:R:3:forces:R:3:nbo_charge:R:1
O -3.906 0.069 -1.204 -0.1 0.4 -1.5 -0.86
S -2.920 0.145 -0.197 -4.3 1.2 8.9 1.87
O -3.613 0.412 1.431 3.2 -1.1 -6.8 -0.86
N -1.757 1.368 -0.288 0.0 -0.7 -0.3 -0.55
C -0.583 0.874 -0.256 -2.6 -0.6 -0.4 0.16
C -0.350 -0.591 -0.331 1.6 -1.6 0.0 -0.65
S -1.831 -1.606 -0.082 0.1 0.8 0.1 0.12
H 0.196 1.553 -0.139 1.6 0.9 0.0 0.22
H -0.104 -0.921 -1.414 0.9 0.8 2.0 0.29
H 0.356 -0.804 0.555 -0.5 -0.2 -2.0 0.27
```
Positions in Å, forces in eV/Å.

---

No. 6
ORCA calculation (ωB97M-V/def2-TZVPD) on a cluster of 16 separate species, C32H96O32 in total at a distorted geometry.

The largest force on an atom is 4.08 eV/Å. The energy above the lowest of the compared OMol25 structures with the same formula, charge and spin comes out at 804.27 kJ/mol. The highest occupied orbital energy comes out at -9.74 eV. As for the molar mass: 993.1 g mol⁻¹.

```
160
Properties=species:S:1:pos:R:3:forces:R:3:mulliken_charge:R:1
C -1.942 1.451 -5.618 -0.6 -2.9 1.7 -0.89
C -1.723 0.576 -4.247 -0.7 0.4 -3.5 -0.18
O -0.423 0.182 -4.073 2.1 0.7 1.6 -0.16
O -1.473 0.633 -6.708 1.0 0.5 0.2 -0.49
H -1.462 2.424 -5.521 -0.2 0.0 -0.5 0.32
H -3.015 1.353 -5.787 -0.3 1.5 0.6 0.45
H -2.206 -0.367 -4.503 -1.2 0.2 0.4 0.26
H -2.112 1.102 -3.376 0.0 -0.1 -0.1 0.32
H 0.045 -0.060 -4.875 -0.3 -0.2 -0.3 -0.06
H -2.244 0.337 -7.197 0.2 0.0 0.0 0.30
C -2.684 -2.445 -2.140 0.0 -1.5 0.8 0.14
C -4.035 -1.837 -1.894 0.1 -0.2 1.3 -0.06
O -4.925 -2.577 -1.038 0.3 -0.1 -1.0 -0.60
O -2.094 -2.789 -0.856 -0.8 0.6 -0.4 -0.53
H -2.131 -1.759 -2.782 0.5 0.0 0.3 -0.13
H -2.863 -3.381 -2.669 0.3 -0.2 -0.3 0.44
H -4.491 -1.776 -2.882 -0.3 0.6 0.2 0.38
H -3.822 -0.908 -1.365 -0.4 0.6 -0.5 -0.10
H -4.428 -2.896 -0.281 0.3 0.1 0.1 0.33
H -1.142 -2.913 -0.844 0.1 0.3 -0.6 0.27
C 1.393 6.860 0.009 -0.2 -0.9 0.3 -0.42
C 1.426 5.622 -0.901 -1.2 -0.5 -0.8 -0.17
O 0.118 4.918 -1.168 1.4 0.4 1.7 -0.46
O 0.412 7.740 -0.370 -1.4 1.3 -0.5 -0.54
H 2.304 7.458 0.017 0.5 -0.6 -0.3 0.30
H 1.229 6.545 1.040 0.1 -0.2 0.2 0.24
H 2.033 4.896 -0.360 0.1 -0.3 -0.5 0.19
H 1.811 5.859 -1.892 0.4 0.1 0.2 0.31
H -0.385 5.194 -1.938 0.6 0.7 -0.1 0.26
H -0.419 7.453 0.014 -0.1 0.0 -0.1 0.32
C -1.513 3.067 4.445 0.0 0.6 -0.1 -0.42
C -0.043 3.568 4.713 -3.7 1.7 0.0 0.10
O -0.150 5.077 4.732 1.3 -2.1 -0.2 -0.57
O -2.303 3.199 5.626 0.8 -0.1 1.2 -0.59
H -1.489 2.033 4.100 -0.1 -0.2 -0.1 0.35
H -2.058 3.739 3.783 0.7 -0.2 -1.1 0.34
H 0.611 3.259 3.897 0.1 0.3 0.3 -0.02
H 0.162 3.101 5.676 0.8 0.4 0.1 0.14
H -0.886 5.343 5.289 -0.1 -0.4 0.2 0.32
H -3.238 3.046 5.475 0.1 -0.1 -0.4 0.31
C 3.508 0.159 8.888 -0.9 0.6 -2.6 -0.32
C 3.564 -0.071 7.344 0.3 -2.1 -1.1 -0.39
O 2.301 0.031 6.664 -1.0 0.5 1.4 -0.61
O 2.981 1.449 9.008 0.4 1.2 1.5 -0.56
H 4.501 0.083 9.332 0.0 0.3 -0.1 0.30
H 2.858 -0.550 9.401 -0.1 -0.4 -0.2 0.26
H 3.855 -1.096 7.118 0.4 -0.4 0.5 0.28
H 4.268 0.488 6.728 0.3 0.7 0.9 0.28
H 2.377 0.375 5.771 0.7 0.2 0.0 0.21
H 2.354 1.658 8.312 -0.1 -0.5 -0.2 0.33
C 0.195 -0.519 0.208 -1.7 1.0 1.9 0.26
C -0.358 0.873 -0.035 -0.5 0.5 -1.1 -0.72
O -1.507 0.849 -0.934 0.8 0.1 0.7 0.06
O 0.786 -1.129 -0.861 1.3 0.1 -1.5 0.24
H -0.654 -1.147 0.479 -0.3 0.2 0.6 0.30
H 0.833 -0.390 1.082 0.5 -0.3 0.2 -0.22
H 0.357 1.584 -0.449 0.5 -0.3 -0.4 0.40
H -0.642 1.415 0.867 -0.4 -0.7 0.3 0.23
H -1.091 0.649 -1.776 -0.2 -0.2 -0.4 -0.22
H 1.018 -2.014 -0.571 0.0 -0.3 -0.3 -0.23
C 3.855 1.369 -3.619 1.2 -2.0 -0.2 -0.63
C 3.880 0.220 -2.613 -2.1 0.2 0.6 0.36
O 5.030 -0.556 -2.601 1.4 -0.5 -0.3 -0.54
O 3.809 0.738 -4.936 -0.8 0.9 0.1 -0.64
H 4.815 1.880 -3.538 -0.3 0.7 0.0 0.33
H 2.959 1.977 -3.495 0.3 0.1 -0.2 0.35
H 3.065 -0.449 -2.890 -0.3 0.0 0.0 -0.28
H 3.653 0.501 -1.585 -0.2 0.6 0.0 0.36
H 5.436 -0.488 -1.734 0.2 0.0 -0.2 0.32
H 4.573 0.176 -5.084 0.3 0.1 0.3 0.29
C 3.494 -4.188 -4.184 0.9 -0.2 -1.2 -0.54
C 4.925 -3.563 -4.071 -1.7 -0.8 -1.8 -0.19
O 5.454 -3.824 -2.848 0.5 0.1 2.3 -0.56
O 2.493 -3.429 -3.578 0.0 -0.5 1.3 -0.26
H 3.495 -5.208 -3.799 0.1 0.1 0.4 0.43
H 3.210 -4.302 -5.230 0.3 -0.1 -0.4 0.22
H 4.831 -2.479 -4.132 0.0 0.2 -0.9 0.04
H 5.597 -4.007 -4.805 -0.2 0.3 -0.4 0.42
H 4.924 -3.192 -2.357 0.3 -0.1 1.2 0.29
H 2.501 -2.591 -4.045 -0.5 0.8 -0.2 0.06
C -7.844 2.380 -1.320 -0.4 -2.6 1.4 0.42
C -7.929 1.343 -0.129 1.0 1.6 -0.4 -0.41
O -7.113 0.179 -0.306 -1.7 0.7 0.2 -0.45
O -8.694 1.844 -2.349 0.4 1.4 -0.4 -0.55
H -6.815 2.485 -1.665 0.0 -0.2 -0.2 -0.08
H -8.111 3.345 -0.888 -0.7 0.2 -0.6 0.25
H -8.989 1.208 0.085 -0.2 -1.3 -0.8 0.52
H -7.759 1.881 0.804 1.1 0.1 0.3 -0.23
H -6.203 0.472 -0.225 0.5 0.1 0.1 0.25
H -9.057 0.995 -2.088 0.2 0.0 0.3 0.31
C 1.392 -2.952 5.618 0.4 -0.3 -1.6 0.65
C 0.572 -2.207 4.560 -0.4 -0.2 -0.2 -0.17
O -0.185 -1.243 5.174 -1.8 1.5 1.0 -0.61
O 0.615 -3.823 6.407 -0.6 -0.4 0.0 -0.59
H 1.915 -2.321 6.337 0.3 0.5 -0.7 -0.05
H 2.038 -3.585 5.009 0.9 0.1 0.1 -0.14
H -0.123 -2.853 4.024 -0.2 -0.7 0.5 0.44
H 0.999 -1.689 3.701 1.7 -0.5 0.2 -0.17
H 0.402 -0.707 5.714 0.0 0.1 0.3 0.35
H 1.284 -4.410 6.765 -0.4 -0.3 0.4 0.34
C -5.064 2.047 2.472 1.2 -0.5 0.8 -0.89
C -3.863 1.626 1.611 0.0 0.4 -1.6 0.04
O -4.313 1.337 0.261 -1.3 0.1 0.5 -0.38
O -5.702 3.303 2.208 0.2 -1.4 -0.4 -0.57
H -4.750 2.082 3.515 0.6 0.2 0.1 0.31
H -5.698 1.162 2.537 -0.8 0.2 -0.7 0.42
H -3.375 0.732 1.998 -0.3 -0.1 0.5 0.36
H -3.080 2.378 1.513 -0.1 0.4 0.4 0.21
H -3.624 1.211 -0.396 0.7 0.0 0.4 -0.01
H -6.607 3.037 2.033 -0.2 0.5 -0.2 0.29
C 2.238 -1.995 -6.484 -2.1 1.8 -0.4 -0.55
C 0.810 -2.445 -6.974 2.5 -0.8 1.5 -0.14
O 0.381 -3.578 -6.208 -0.9 0.0 -1.0 -0.59
O 2.056 -1.395 -5.191 -0.5 -1.0 0.7 -0.10
H 2.456 -1.103 -7.071 0.8 -0.6 -0.9 0.43
H 2.984 -2.789 -6.471 -0.1 0.2 -0.2 0.17
H 0.896 -2.768 -8.011 -0.2 0.0 0.0 0.41
H 0.188 -1.554 -6.877 -0.4 -0.2 0.1 0.05
H 0.783 -3.722 -5.348 0.3 0.8 0.2 0.35
H 2.454 -0.524 -5.125 0.6 0.4 -0.2 0.22
C -6.593 5.815 -4.591 0.9 0.4 -2.2 -0.46
C -6.229 4.474 -4.082 -2.7 -1.3 0.2 -0.24
O -5.588 4.570 -2.854 1.2 -0.2 0.4 -0.45
O -5.446 6.246 -5.341 0.1 0.9 -0.3 -0.54
H -6.934 6.622 -3.942 0.2 -0.5 0.8 0.27
H -7.359 5.730 -5.362 -0.2 -0.2 0.1 0.27
H -5.783 3.819 -4.831 1.2 0.8 -0.3 0.30
H -7.128 3.860 -4.014 -0.8 0.1 0.8 0.28
H -4.945 3.857 -2.824 0.1 0.0 0.4 0.26
H -4.665 6.144 -4.792 0.0 0.1 0.2 0.31
C 4.544 -3.983 2.188 -0.7 -1.4 -0.8 0.25
C 5.286 -5.325 2.375 -0.4 0.2 0.6 -0.30
O 5.320 -5.662 3.736 0.6 0.5 1.5 -0.54
O 5.155 -2.881 2.813 0.0 0.2 0.0 -0.44
H 3.527 -4.038 2.577 0.0 -0.1 0.5 -0.06
H 4.349 -3.858 1.123 0.5 0.4 -0.4 -0.03
H 6.307 -5.195 2.016 0.1 -0.2 0.0 0.37
H 4.842 -6.252 2.015 -0.3 0.8 -1.7 0.20
H 4.459 -5.410 4.078 0.0 -0.2 0.3 0.31
H 6.088 -2.847 2.586 0.1 -0.1 0.0 0.26
C 2.994 1.528 3.225 -0.1 -0.1 -1.5 -0.67
C 3.645 0.213 2.925 2.6 1.1 -0.1 -0.36
O 3.320 -0.757 3.817 -1.0 -1.3 1.3 -0.05
O 3.305 2.236 4.393 -0.7 -0.6 1.1 -0.55
H 1.948 1.222 3.202 -0.5 1.0 0.4 0.10
H 3.257 2.190 2.400 -0.5 0.0 -0.5 0.53
H 4.716 0.373 3.049 0.7 0.3 -0.3 0.51
H 3.563 -0.147 1.900 -0.7 0.5 -0.4 0.31
H 3.964 -1.445 3.637 0.0 -0.8 0.3 0.02
H 4.241 2.352 4.574 0.2 -0.2 -0.4 0.32
C 1.212 -5.804 1.253 0.2 -1.4 0.1 -0.56
C 1.445 -4.768 0.139 -0.3 -0.8 0.1 0.23
O 0.257 -4.104 -0.301 0.9 0.6 0.7 -0.45
O 2.383 -6.621 1.430 0.0 0.6 0.4 -0.54
H 0.347 -6.457 1.139 -0.2 -0.2 -1.3 0.44
H 0.929 -5.532 2.270 0.7 1.3 0.0 0.22
H 1.918 -5.215 -0.735 -0.2 -0.7 -0.1 0.28
H 2.260 -4.116 0.452 -0.7 0.9 0.3 -0.20
H -0.457 -4.726 -0.461 0.1 -0.4 0.0 0.23
H 2.634 -7.101 0.637 -0.3 0.1 -0.3 0.31
```
Positions in Å, forces in eV/Å.